Computed, not measured: a molecular structure, C35H27CaN5O3S in a non-equilibrium geometry, with ωB97M-V/def2-TZVPD.

Computed properties:
- HOMO-LUMO gap: 4.77 eV
- Highest occupied orbital energy: -0.71 eV
- Total charge: -2
- Multiplicity: 1

XYZ file:
```
72
Properties=species:S:1:pos:R:3:forces:R:3:lowdin_charge:R:1
C 4.022272 1.939310 0.570314 -0.1098 -0.0136 0.2699 -0.168
H 1.709947 -4.967265 2.364595 -0.0275 -0.0485 -0.0729 0.105
H -0.830281 3.585786 -2.324063 0.0302 -0.0114 -0.0477 0.116
C 4.245058 -2.146640 1.688447 0.0784 0.0267 0.0457 -0.080
C 0.116628 -0.215438 -4.971534 -0.0048 -0.0560 -0.1478 -0.071
C -1.665333 -6.084811 -0.223109 -0.0175 -0.0589 -0.0146 -0.105
O -2.142747 -1.234162 6.082576 0.0577 -0.0979 -0.0020 -0.074
N -0.309403 -0.064908 1.631983 -0.5582 0.2523 1.1838 0.017
H 5.294524 -2.890271 3.412578 -0.0091 0.0064 0.0026 0.088
H 0.197042 -1.021826 -5.688560 0.0279 -0.0046 0.0203 0.095
C -1.688920 -0.896837 3.372404 -0.1334 0.0512 -0.2610 0.046
H 3.666629 -4.711261 3.817548 -0.0273 0.0369 0.0138 0.089
C 3.154345 -2.307478 0.851529 -0.0626 -0.0600 -0.1502 -0.035
H -1.585756 -3.967521 0.156592 0.0204 0.0223 -0.0324 0.096
C 1.788504 0.985502 1.891980 0.4526 0.4573 0.1455 -0.305
C -0.161987 2.084216 -4.413999 0.0118 -0.0733 -0.1714 -0.032
C -0.045844 1.100652 -5.382465 0.0177 0.0214 0.2217 -0.081
H 1.082463 0.537648 4.628363 0.0485 -0.0458 -0.0205 0.113
C -2.368964 -0.985197 0.933314 -0.3093 -0.0991 -0.3361 -0.195
H 4.872782 2.285108 -0.004742 0.0454 0.0054 0.0576 0.073
C -0.927389 -7.241624 -0.448637 0.0119 -0.0003 -0.0104 -0.131
H 0.078532 1.968484 -0.210806 0.1889 0.5699 0.3283 0.023
Ca 0.414548 -0.297229 -0.468225 1.0899 0.2608 -1.5682 1.139
C -4.022916 -1.485777 -1.197692 -0.0777 -0.0425 0.1433 -0.073
C 0.384776 0.180185 3.885249 -0.1247 -0.1048 0.0228 0.066
C 4.102323 1.641608 1.877738 0.1623 0.1721 -0.2971 -0.152
N 1.612479 1.319642 0.598128 0.0549 0.6795 0.5790 -0.184
N 0.534244 -2.460359 -0.472795 0.3377 -1.4199 0.1566 -0.067
H 0.835388 3.186393 -1.876267 -0.0020 -0.0369 0.0238 0.111
S 2.945211 0.683175 -1.679751 0.2220 0.0455 0.1101 0.327
C -1.441523 -0.650224 2.031840 0.2700 -0.0449 0.6002 -0.206
H -0.086264 1.352195 -6.434968 -0.0035 0.0029 -0.0131 0.095
H -2.579894 -1.387324 3.739532 0.0059 0.0142 0.0098 0.103
H -4.645956 -1.663023 -2.063830 0.0349 0.0121 -0.0280 0.092
H -1.427536 -8.184212 -0.640521 -0.0044 0.0053 0.0124 0.083
O -0.679674 2.302265 -0.763872 0.1815 -0.2433 -0.1475 -0.099
O -0.101442 -0.406738 6.595352 -0.0208 -0.0794 -0.0065 -0.058
C -0.175334 2.774925 -1.986978 -0.0352 0.0744 0.0455 -0.216
C -2.779239 -0.893065 -1.327095 -0.0536 -0.0052 -0.1232 -0.129
H 5.047213 1.759653 2.401434 0.0066 -0.0452 0.0038 0.081
H 1.040044 -8.073856 -0.608840 0.0244 0.0260 -0.0057 0.087
H 3.038877 0.847333 3.626231 -0.0140 -0.0535 -0.0283 0.079
C -3.605572 -1.598646 1.150596 0.0537 -0.0217 0.0922 -0.010
C 0.170537 -0.483069 -3.616551 0.0466 0.0194 0.0839 -0.154
N -1.970393 -0.649609 -0.304834 -0.7401 -0.1993 0.3115 0.036
C 2.431422 -4.190148 2.145205 -0.0184 0.0478 -0.0083 -0.058
C 0.595096 0.356459 2.514974 -0.1336 -0.0804 0.1442 -0.174
N 0.080638 0.467006 -2.684455 -0.7886 0.1121 -0.9956 -0.047
H -2.406385 -0.597486 -2.302789 -0.0002 -0.0191 0.0136 0.101
C 2.957269 1.155326 2.593864 -0.3756 -0.2764 0.2597 -0.091
C 1.021126 -3.426091 0.158934 -0.3672 -0.0881 -0.1507 -0.393
H 3.014206 -1.634462 0.010393 0.0295 0.0514 0.0159 0.051
C 2.736899 1.793168 -0.181265 0.2458 -0.0095 -0.6563 -0.781
H 0.310337 -1.491843 -3.236583 0.0070 -0.0165 -0.0582 0.109
C -1.021262 -0.745359 5.828275 -0.0765 0.3429 -0.0738 -0.695
C -0.757518 -0.474554 4.317076 0.1625 -0.0655 0.1716 -0.087
H -0.292856 3.123952 -4.688014 -0.0200 0.0060 0.0231 0.107
C 1.098936 -5.969297 -0.178866 -0.0129 0.0559 0.0646 -0.056
C -1.020756 -4.880371 0.005927 -0.0258 0.0382 0.0707 -0.041
H -2.748909 -6.131257 -0.235201 0.0032 0.0481 0.0208 0.089
C 3.529941 -4.035625 2.979950 0.0337 -0.0423 0.0519 -0.108
C -4.436325 -1.852236 0.078109 0.0966 0.0396 -0.1535 -0.078
C 0.457913 -7.176163 -0.429439 -0.0136 -0.0673 -0.0054 -0.114
H -5.394723 -2.333576 0.229058 -0.0071 0.0032 0.0224 0.099
H 4.933485 -1.328297 1.513084 -0.0375 0.0119 -0.0354 0.098
C -0.100850 1.725749 -3.073262 -0.0057 0.0611 0.1416 -0.275
H -3.901056 -1.877991 2.151687 0.0154 0.0266 0.0089 0.107
H 2.181805 -5.933303 -0.160949 0.0214 0.0402 0.0167 0.110
C 0.370599 -4.799715 0.037909 0.0883 -0.1248 -0.1305 -0.176
C 2.231999 -3.332104 1.063016 0.0449 0.0042 0.0834 -0.168
H 2.487622 2.763957 -0.641765 0.0044 0.0088 0.1669 0.046
C 4.443151 -3.016148 2.753337 -0.0160 -0.0042 -0.0077 -0.110
```
Forces are in eV/Å.